(1)
This record from the Open Molecules 2025 dataset describes a 7-piece molecular cluster, C22H47N7O6 overall at a distorted geometry. The level of theory is the ωB97M-V functional and the def2-TZVPD basis.

The net charge is -1. Its HOMO energy (spin up / spin down) is 0.2 / -6.2 eV. The LUMO energy (spin up / spin down) is 2.41 / 2.33 eV. The HOMO-LUMO gap (spin up / spin down) is 2.206 / 8.524 eV. Its multiplicity is 2.

```
82
Properties=species:S:1:pos:R:3:forces:R:3:lowdin_spin:R:1
C 2.0082 -1.0600 -4.1558 0.7 -0.4 -0.3 0.00
C 1.4870 -2.1291 -3.2151 -0.5 1.2 0.2 0.00
O 2.0521 -2.3566 -2.1749 0.3 -0.7 0.2 0.00
N 0.2524 -2.6118 -3.5191 -0.9 -0.7 0.2 0.00
C -0.4960 -3.6112 -2.7350 0.1 0.2 -0.5 0.03
H 1.5792 -1.0838 -5.1575 -0.3 0.3 0.2 0.00
H 3.0802 -1.1967 -4.2975 0.1 -0.2 0.1 0.00
H 1.9458 -0.0970 -3.6488 -0.4 0.1 -0.2 0.00
H -0.2480 -2.2821 -4.3321 0.5 0.1 0.1 0.01
H -1.5564 -3.4082 -2.8852 0.0 -0.2 -0.1 0.02
H -0.3494 -3.5978 -1.6549 0.5 0.3 -0.2 0.00
H -0.2621 -4.6071 -3.1113 -0.1 -0.1 0.2 0.00
C -0.1856 1.0532 -1.4263 0.3 -0.5 -0.1 0.01
C 0.1750 -0.0498 -0.4427 0.7 -0.7 0.7 0.01
O 1.1625 -0.0658 0.2932 0.4 1.6 -0.6 0.00
N -0.5868 -1.1307 -0.3968 -3.1 -0.2 -1.6 0.01
C -1.9579 -1.1417 -0.9863 0.3 -0.1 0.2 0.08
H 0.7550 1.3461 -1.8927 0.0 0.3 0.1 0.00
H -0.6819 1.9064 -0.9638 0.1 0.0 0.2 0.01
H -0.8419 0.6837 -2.2142 0.1 0.0 0.1 0.00
H -0.2602 -1.9565 0.0843 0.2 0.2 0.2 0.01
H -2.4975 -0.1976 -0.9108 0.3 0.2 0.7 0.01
H -2.5573 -1.8876 -0.4644 0.0 -0.1 0.0 0.06
H -2.0102 -1.3132 -2.0615 0.5 -0.5 -0.2 0.02
C 0.6244 -5.4871 1.4027 -0.9 1.6 0.5 0.02
C 0.9922 -4.0196 1.6634 1.4 1.6 -0.3 0.01
O 1.7739 -3.4111 0.9463 -0.3 -0.7 -0.4 0.00
N 0.5253 -3.3340 2.7646 -1.3 -1.7 0.9 0.01
C -0.6179 -3.7360 3.5988 0.3 0.0 -0.7 0.07
H 0.9076 -6.0263 2.3067 0.0 -0.5 -0.4 0.00
H 1.0092 -5.8157 0.4373 0.5 0.0 0.5 0.00
H -0.4608 -5.4719 1.3016 -0.2 -0.5 0.2 0.02
H 0.7910 -2.3747 2.9357 0.5 -0.1 -0.8 0.00
H -1.4423 -3.0743 3.3332 -0.3 0.0 0.4 0.05
H -0.3769 -3.6989 4.6612 0.0 0.2 0.0 0.01
H -0.9454 -4.7554 3.3946 0.2 0.0 -0.1 0.01
C 4.2329 3.9181 1.5373 -0.3 1.4 -0.3 0.00
C 3.4687 2.7119 1.1147 1.1 -2.2 0.0 0.00
O 4.0540 1.6484 1.0297 1.1 -0.2 0.0 0.00
N 2.1719 2.7017 0.8387 -1.7 2.0 -0.8 0.00
C 1.3191 3.8395 1.0232 -0.9 0.3 0.4 0.01
H 4.3642 3.9538 2.6188 0.2 -0.3 0.0 0.00
H 3.7495 4.8583 1.2719 -0.2 0.1 0.0 0.00
H 5.1839 3.9094 1.0047 0.0 -0.2 0.4 0.00
H 1.7086 1.8366 0.5997 0.6 -0.6 0.0 0.00
H 0.3334 3.6903 0.5825 -0.1 -0.6 0.2 0.00
H 1.5688 4.7873 0.5463 0.9 -0.1 0.0 0.00
H 1.2043 3.9897 2.0967 -0.4 0.5 0.1 0.00
C 2.3253 -0.1633 5.0294 -0.5 0.8 -0.2 0.00
C 2.1129 -0.2493 3.5079 1.9 -0.7 1.2 0.00
O 3.0123 -0.6817 2.8412 1.1 -0.6 -0.9 0.00
N 0.9541 0.1214 2.9739 -0.1 -0.7 0.4 0.00
C -0.1884 0.4665 3.7119 -0.8 1.0 0.4 0.03
H 2.1311 0.8744 5.3006 -0.6 0.0 0.5 0.00
H 3.3416 -0.3206 5.3909 0.0 -0.5 -0.8 0.00
H 1.6541 -0.8762 5.5082 -0.1 0.3 0.4 0.00
H 0.8206 -0.0776 1.9927 0.5 0.0 -0.4 0.00
H -0.0383 0.4785 4.7914 0.1 0.0 -0.2 0.00
H -1.0074 -0.2230 3.5069 -0.4 0.2 -0.1 0.03
H -0.3848 1.4847 3.3762 -1.1 0.2 0.4 0.00
C -3.2048 1.9550 1.5927 1.3 0.5 1.4 0.05
C -4.4413 1.5158 0.9377 0.0 -0.4 -0.5 0.04
O -5.0885 2.2883 0.2741 -1.2 0.9 -0.6 0.01
N -4.6543 0.1918 0.9683 -1.9 -1.2 0.4 0.03
C -5.9193 -0.4420 0.4672 0.6 0.4 -0.7 0.10
H -3.2990 2.9236 2.0837 -0.3 0.3 -0.5 0.00
H -2.4419 2.0127 0.8164 0.2 0.0 0.1 0.00
H -2.8691 1.3362 2.4248 0.1 -0.5 -0.3 0.02
H -4.0355 -0.3411 1.5625 -0.2 -0.4 0.1 0.07
H -6.7712 0.2347 0.4004 0.5 0.6 0.2 0.00
H -6.3363 -1.2856 1.0173 0.9 -0.1 0.5 0.03
H -5.7343 -0.7765 -0.5536 -0.1 -0.2 0.0 0.02
N -0.2017 3.4051 -4.2001 1.1 1.3 0.4 0.00
C 0.9416 3.9113 -4.7142 1.2 0.9 -1.0 0.00
C 1.3483 3.1025 -5.7790 0.5 1.4 0.8 0.00
C 0.4476 2.0548 -5.8197 -0.5 -1.2 -0.8 0.00
C -0.4780 2.2858 -4.8617 -2.6 -1.6 0.9 0.01
H -0.7087 3.8606 -3.4547 -0.1 -0.5 -0.2 0.01
H 1.3395 4.8331 -4.3162 0.1 -0.1 -0.2 0.00
H 2.1328 3.2528 -6.5059 0.2 0.2 0.4 0.00
H 0.4660 1.2148 -6.4982 -0.1 0.1 0.1 0.00
H -1.3710 1.7874 -4.5146 0.1 -0.5 -0.5 0.01
```
Forces are in eV/Å.



(2)
This record from the Open Molecules 2025 dataset describes one molecule with the formula C5H5NO at a distorted geometry. The level of theory is the ωB97M-V functional and the def2-TZVPD basis.

The net charge is 0. Its HOMO energy (spin up / spin down) is -9.0 / -9.0 eV. The LUMO energy (spin up / spin down) is -0.96 / -0.96 eV. The HOMO-LUMO gap (spin up / spin down) is 8.032 / 8.031 eV. The energy relative to the best compared isomer or geometry (same formula, charge and spin) comes out at 636.7 kJ/mol.

```
12
Properties=species:S:1:pos:R:3:forces:R:3:mulliken_charge:R:1
O -1.5513 -1.3139 1.3254 0.4 0.5 -0.4 -0.52
C -0.7508 -0.6100 0.7782 0.1 -0.1 0.6 0.33
C -0.7286 0.0869 -0.5951 1.4 0.1 -0.3 -0.01
C -1.5857 -0.4558 -1.6460 0.8 0.6 0.4 -0.58
C 0.7295 -0.4059 1.0233 0.2 -0.4 0.5 -0.10
C 0.9642 0.2339 -0.2978 -0.8 -0.6 -0.6 -0.25
N 1.1715 0.9785 0.9216 -0.4 0.0 -0.5 -0.48
H -1.0304 -0.3928 -2.5965 0.0 0.0 -0.1 0.22
H 1.3332 -1.1131 1.5707 0.1 0.0 0.1 0.40
H -0.8431 1.1713 -0.6405 -1.1 0.2 0.1 0.34
H 1.8069 0.1248 -0.9904 -0.6 -0.2 0.2 0.37
H 0.4847 1.6960 1.1471 -0.1 -0.2 -0.1 0.27
```
Forces are in eV/Å.



(3)
This record from the Open Molecules 2025 dataset describes C31H46N2O6P2V as an isolated structure at a distorted geometry. The level of theory is the ωB97M-V functional and the def2-TZVPD basis.

The net charge is +1. Its HOMO energy (spin up / spin down) is -9.9 / -9.9 eV. The LUMO energy (spin up / spin down) is -6.37 / -5.52 eV. The HOMO-LUMO gap (spin up / spin down) is 3.576 / 4.423 eV. Its multiplicity is 3. The energy relative to the best compared isomer or geometry (same formula, charge and spin) comes out at 168.9 kJ/mol.

```
88
Properties=species:S:1:pos:R:3:forces:R:3:lowdin_spin:R:1
V 0.3434 -0.9268 1.7940 4.5 1.2 -2.4 2.12
C -1.6154 -0.7967 1.0695 -1.5 -0.2 0.0 -0.02
C -1.3066 -2.1664 1.3142 -0.9 -0.2 1.0 -0.03
C -1.1015 -0.9947 3.3150 -1.0 -0.7 -0.7 -0.03
C -1.4996 -0.0806 2.2866 -0.9 -0.4 0.7 -0.01
C -0.9592 -2.2961 2.7034 -1.1 0.2 0.2 -0.01
C -2.1888 -0.2281 -0.1683 0.2 0.4 -0.6 0.00
H -1.7934 -0.7189 -1.0612 -0.3 -0.1 0.1 0.00
H -1.9536 0.8400 -0.2854 -0.2 0.0 0.0 0.00
H -3.2931 -0.2916 -0.1215 0.5 -0.1 -0.1 0.00
C -1.7832 1.3573 2.3901 0.2 1.0 -0.3 0.00
H -1.5586 1.8477 1.4337 -0.2 0.1 0.1 0.00
H -1.1961 1.8621 3.1605 -0.2 0.0 0.1 0.00
H -2.8564 1.5322 2.5599 0.3 -0.1 0.1 0.00
C -0.7339 -0.5827 4.6858 0.0 0.2 0.4 -0.01
H -1.4225 -0.9767 5.4437 0.1 -0.1 -0.2 0.00
H -0.8111 0.5079 4.7393 0.3 -0.2 0.2 0.00
H 0.2728 -0.9339 4.9451 -0.1 0.2 0.2 0.00
C -0.5420 -3.5641 3.3581 0.2 -0.2 0.0 0.01
H -1.3626 -4.0322 3.9122 0.0 0.2 -0.1 0.00
H 0.2601 -3.3734 4.0788 0.0 -0.3 -0.1 0.00
H -0.2381 -4.2887 2.5910 0.2 0.1 0.4 0.00
C -1.5171 -3.2612 0.3389 0.2 -0.4 -0.7 0.00
H -2.3561 -3.9083 0.6488 0.3 0.3 0.0 0.00
H -0.6368 -3.9011 0.2384 -0.1 -0.1 0.0 0.00
H -1.7377 -2.8509 -0.6589 0.0 -0.2 0.4 0.00
C 0.1728 1.5028 -2.5955 -0.5 1.0 -1.1 0.00
C -0.4737 0.7078 -3.4567 -0.1 0.3 0.2 0.00
C -0.2218 -0.7373 -3.8019 0.8 0.2 -0.4 0.00
C 1.1264 -1.2981 -3.2661 0.1 -0.1 -1.2 0.00
C 1.1794 -1.6571 -1.8367 -0.3 -0.7 2.2 -0.02
C 1.2582 -0.8678 -0.7242 -0.6 -0.4 0.3 0.00
C 1.2599 0.6403 -0.5513 0.4 0.2 0.4 0.01
C 1.4888 1.3244 -1.9087 -0.4 0.3 0.4 0.00
H -0.1029 -0.8014 -4.8925 -0.3 0.0 0.1 0.00
H 1.9216 -0.5691 -3.5011 -0.6 -0.5 0.0 0.00
H -1.0879 -1.3849 -3.5571 0.4 0.3 0.1 0.00
H 2.2133 0.7671 -2.5103 -0.2 0.4 0.4 0.00
H -0.2356 2.5212 -2.4164 0.0 -0.8 -0.4 0.00
H -1.2755 1.1858 -4.0317 -0.1 -0.3 0.5 0.00
H 1.8831 2.3321 -1.7367 0.0 -0.3 0.0 0.00
H 0.3013 1.0642 -0.1617 0.2 -0.4 -0.2 0.00
H 1.5716 -1.4092 0.2209 0.0 -0.3 -0.7 0.00
H 2.0391 0.9929 0.1730 -0.2 -0.7 -0.4 0.00
H 1.3759 -2.1981 -3.8703 -0.2 0.5 0.5 0.00
H 1.1677 -2.7702 -1.6614 0.1 1.2 0.1 0.00
P 4.2194 -0.1014 -1.4279 1.7 0.3 -0.7 0.00
P 4.1452 -1.2726 1.6054 2.3 -0.7 0.5 0.00
C 5.7770 -0.8497 -0.7453 -0.4 0.1 0.0 0.00
C 5.7776 -0.7053 0.7689 -0.7 0.5 -0.1 0.00
H 6.6353 -0.3477 -1.2102 0.0 -0.2 0.2 0.00
H 5.7955 -1.9035 -1.0598 0.1 0.2 0.2 0.00
H 6.6016 -1.2707 1.2257 -0.4 0.1 0.1 0.00
H 5.8915 0.3453 1.0734 0.1 -0.2 -0.2 0.00
C 4.8932 -1.0503 3.2940 -0.5 0.2 0.2 0.00
H 4.2887 -1.5944 4.0341 0.2 0.2 0.0 0.00
H 4.8692 0.0257 3.5291 0.0 -0.4 0.1 0.00
H 5.9394 -1.4001 3.3407 -0.5 0.1 -0.1 0.00
C 4.5502 -3.0813 1.3928 -0.6 0.0 -0.1 0.00
H 5.6158 -3.2935 1.5890 -0.5 0.2 0.0 0.00
H 4.3076 -3.3780 0.3604 0.1 -0.1 0.4 0.00
H 3.9300 -3.6628 2.0887 0.2 0.0 -0.2 0.00
C 4.8166 1.6689 -1.4132 -0.3 -0.2 0.1 0.00
H 4.0696 2.3169 -1.8936 0.4 -0.1 0.2 0.00
H 5.7764 1.7504 -1.9469 -0.3 0.0 0.2 0.00
H 4.9482 1.9830 -0.3662 0.0 0.1 -0.4 0.00
C 4.6257 -0.5100 -3.1947 -0.1 -0.1 0.0 0.00
H 4.7358 -1.6057 -3.2568 -0.1 0.4 -0.1 0.00
H 5.5696 -0.0306 -3.5051 -0.3 -0.2 0.1 0.00
H 3.8269 -0.1985 -3.8799 0.3 -0.1 0.1 0.00
O -2.8882 3.9186 -2.4362 0.6 -0.4 0.3 0.00
C -2.9813 3.3151 -1.3589 -0.8 0.5 -0.9 0.00
O -2.1072 2.8894 -0.5607 0.3 -0.2 0.2 0.00
C -4.4374 3.0689 -0.9507 -0.6 -0.2 0.5 0.00
C -4.9037 3.6042 0.2524 -0.8 -0.3 0.4 0.00
C -6.2077 3.3176 0.7302 1.1 -0.8 -2.2 0.00
C -7.0683 2.5013 -0.0283 -0.1 0.2 0.1 0.00
C -6.6466 2.0623 -1.2980 1.9 1.4 1.3 0.00
C -5.3281 2.3507 -1.7553 -1.0 -0.3 0.2 0.00
N -7.5676 1.3462 -2.1317 -1.9 -1.5 -1.6 0.00
O -8.7180 1.1498 -1.6879 2.1 0.3 -0.8 0.00
O -7.1899 0.9526 -3.2578 -0.5 0.8 2.2 0.00
N -6.6152 3.8693 1.9891 -0.8 1.3 2.6 0.00
O -5.7969 4.6145 2.5954 -1.9 -1.7 -1.3 0.00
O -7.7583 3.5927 2.4180 2.4 0.5 -0.9 0.00
H -4.2638 4.2516 0.8441 0.0 -0.2 -0.1 0.00
H -8.0549 2.2363 0.3566 0.3 0.2 -0.2 0.00
H -5.0474 2.0051 -2.7484 0.1 0.1 0.2 0.00
```
Forces are in eV/Å.



no.,molar mass (g mol⁻¹)
1,505.7
2,95.1
3,655.6